C2F5MgNO4S2 as an isolated structure in a non-equilibrium geometry. Source: the OMol25 dataset; level of theory: ωB97M-V with the def2-TZVPD basis set.

The geometry in XYZ format:
```
15
Properties=species:S:1:pos:R:3:forces:R:3:lowdin_charge:R:1
Mg 1.697 -1.732 0.243 -0.964 1.804 -0.473 1.125
F 2.389 -0.457 -2.059 -2.049 2.064 1.227 -0.156
N -0.301 1.247 0.202 -0.031 -0.490 0.352 -0.313
S 1.183 0.934 0.803 -2.914 1.793 0.348 0.661
O 1.639 2.131 1.501 -0.015 -2.007 -1.406 -0.261
O 1.152 -0.308 1.665 0.464 0.461 -0.994 -0.436
C 2.142 0.218 -0.660 5.509 -3.143 0.196 -0.360
F 3.257 1.002 -0.665 -0.776 -0.048 0.052 -0.019
S -1.014 0.140 -0.650 1.537 -0.279 -1.768 0.681
O -0.028 -1.007 -0.900 -1.522 0.484 0.802 -0.444
O -1.677 0.651 -1.834 0.629 -0.706 1.687 -0.251
C -2.369 -0.586 0.405 0.300 0.743 -0.612 -0.712
F -1.875 -1.453 1.261 0.318 -0.571 0.512 0.154
F -2.947 0.399 1.064 -0.267 0.148 0.171 0.164
F -3.247 -1.180 -0.378 -0.220 -0.253 -0.094 0.166
```
Forces are in eV/Å.

Computed properties:
Total energy in Eh: -1927.5739
Energy above the lowest of the compared OMol25 structures with the same formula, charge and spin in eV: 3.1977
Lowest unoccupied orbital energy (alpha / beta) in eV: -2.6 / -2.6
Multiplicity: 1
Frontier orbital gap (alpha / beta) in eV: 6.23 / 6.23

A 8-piece molecular cluster, C34H90BN7O10 overall in a non-equilibrium geometry. Source: the OMol25 dataset; level of theory: ωB97M-V with the def2-TZVPD basis set.

The geometry in XYZ format:
```
142
Properties=species:S:1:pos:R:3:forces:R:3:lowdin_charge:R:1
C -2.405 0.186 0.328 -0.643 -0.805 0.060 -0.042
C -3.126 -1.117 0.689 0.398 0.419 0.189 -0.280
O -3.313 -1.894 -0.472 -0.137 -0.215 -0.361 -0.174
C -3.067 -3.281 -0.280 0.515 0.277 0.279 -0.181
B -1.546 -3.662 -0.363 0.076 0.109 0.090 -0.082
C -0.918 -4.979 0.206 -0.846 -0.132 -0.170 -0.122
C -1.866 -6.019 0.872 0.252 -0.008 -0.224 -0.105
C -2.017 -7.210 -0.032 0.658 -1.161 0.398 -0.487
O -1.502 -8.292 0.156 -0.913 1.324 -0.305 0.117
O -2.811 -6.973 -1.141 0.180 -0.493 0.211 0.074
H -1.340 0.043 0.459 0.262 0.284 -0.102 0.076
H -2.791 0.977 0.958 0.210 0.291 0.086 0.055
H -2.628 0.384 -0.714 0.103 0.303 -0.159 0.070
H -2.525 -1.655 1.427 0.055 -0.216 0.066 0.107
H -4.081 -0.910 1.171 -0.264 -0.024 -0.054 0.120
H -3.587 -3.835 -1.066 -0.201 -0.087 -0.103 0.128
H -3.504 -3.600 0.669 -0.245 -0.195 0.070 0.110
H -0.820 -2.877 -0.899 0.049 -0.027 0.025 0.089
H -0.152 -4.691 0.923 0.243 0.104 0.012 0.112
H -0.376 -5.462 -0.612 0.359 0.032 -0.033 0.107
H -1.452 -6.350 1.815 0.040 -0.189 0.142 0.120
H -2.858 -5.617 1.048 -0.125 0.148 0.061 0.106
H -2.340 -6.382 -1.731 -0.029 0.355 -0.224 0.085
C -0.946 1.749 5.950 0.095 -0.023 0.045 -0.065
C -1.961 0.684 5.548 0.051 0.203 0.047 -0.428
C -2.135 0.537 4.031 -0.039 -0.223 -0.028 -0.215
O -2.896 1.558 3.422 0.040 0.070 -0.006 -0.203
C -2.176 2.741 3.116 -0.149 0.052 -0.011 -0.105
N -3.229 0.950 6.232 -0.110 -0.057 -0.160 0.042
H -1.350 2.755 5.842 -0.037 0.003 -0.043 0.067
H -0.670 1.625 6.997 -0.044 -0.002 0.018 0.076
H -0.038 1.680 5.348 -0.008 0.009 -0.018 0.078
H -1.587 -0.278 5.912 -0.014 -0.050 -0.048 0.135
H -2.689 -0.388 3.841 -0.039 0.021 -0.001 0.117
H -1.162 0.441 3.531 0.037 0.043 0.048 0.122
H -1.142 2.523 2.840 0.033 0.013 0.065 0.074
H -2.187 3.442 3.953 0.125 0.017 -0.007 0.081
H -2.671 3.220 2.271 -0.018 -0.040 -0.015 0.091
H -3.871 0.181 6.057 0.022 -0.038 0.102 0.075
H -3.658 1.747 5.768 0.021 0.054 0.020 0.068
C 0.595 1.609 -5.487 -0.010 -0.012 -0.096 -0.071
C 0.362 0.501 -4.466 0.066 0.178 0.023 -0.434
C -0.967 0.620 -3.708 -0.041 -0.223 0.022 -0.207
O -0.987 1.613 -2.702 -0.007 0.112 -0.022 -0.202
C -1.252 2.929 -3.146 0.038 -0.012 0.154 -0.104
N 1.514 0.433 -3.563 -0.121 -0.081 0.062 0.040
H 0.889 2.544 -5.011 -0.022 0.005 0.053 0.064
H 1.399 1.329 -6.166 0.032 -0.010 0.032 0.075
H -0.301 1.795 -6.082 -0.008 0.005 0.010 0.078
H 0.319 -0.445 -5.014 -0.049 -0.039 0.022 0.135
H -1.144 -0.323 -3.184 -0.003 0.019 0.048 0.119
H -1.806 0.768 -4.400 0.043 0.046 -0.056 0.122
H -1.948 2.934 -3.989 0.014 0.003 -0.037 0.091
H -0.335 3.452 -3.429 -0.033 0.014 -0.094 0.075
H -1.705 3.469 -2.315 -0.018 -0.023 0.009 0.086
H 1.420 -0.377 -2.957 0.053 -0.041 -0.055 0.069
H 1.463 1.229 -2.934 0.051 0.049 -0.024 0.067
C 1.051 -9.845 -4.087 -0.046 -0.063 -0.074 -0.067
C 0.244 -8.920 -3.182 0.191 -0.065 -0.019 -0.426
C 0.025 -7.519 -3.769 -0.154 0.004 0.065 -0.209
O 1.139 -6.656 -3.701 0.032 0.048 -0.078 -0.193
C 2.094 -6.818 -4.737 0.076 0.064 0.129 -0.109
N 0.867 -8.882 -1.858 -0.030 0.290 -0.117 0.058
H 2.114 -9.609 -4.064 0.010 0.061 0.005 0.064
H 0.942 -10.877 -3.754 0.010 0.004 0.048 0.076
H 0.710 -9.786 -5.123 0.008 0.011 -0.003 0.078
H -0.750 -9.360 -3.062 -0.046 0.053 0.012 0.139
H -0.754 -7.027 -3.176 0.008 0.001 0.015 0.100
H -0.348 -7.578 -4.801 0.033 -0.053 -0.019 0.122
H 1.614 -7.082 -5.684 0.010 -0.051 -0.013 0.089
H 2.839 -7.574 -4.486 -0.011 -0.058 -0.107 0.065
H 2.610 -5.867 -4.862 -0.028 0.021 0.019 0.083
H 0.270 -8.354 -1.229 -0.037 -0.262 0.138 0.035
H 1.717 -8.330 -1.934 0.067 -0.078 -0.009 0.071
C 2.584 6.897 1.568 0.137 -0.109 0.097 -0.080
C 2.109 6.546 2.974 -0.125 0.014 -0.206 -0.431
C 1.867 5.047 3.195 0.059 0.024 0.216 -0.207
O 0.677 4.548 2.613 0.010 -0.084 -0.143 -0.203
C 0.767 4.234 1.235 -0.162 -0.005 0.054 -0.102
N 0.926 7.353 3.293 0.018 -0.128 0.123 0.040
H 1.774 6.872 0.841 -0.050 -0.008 0.008 0.055
H 2.991 7.903 1.542 -0.038 0.079 -0.015 0.059
H 3.365 6.210 1.234 -0.019 -0.011 -0.005 0.080
H 2.901 6.836 3.671 0.008 -0.045 0.045 0.135
H 1.756 4.872 4.269 -0.055 -0.007 -0.007 0.121
H 2.728 4.455 2.858 0.019 0.044 -0.062 0.120
H 1.758 3.852 0.976 0.028 0.026 -0.015 0.093
H 0.537 5.100 0.609 0.090 -0.005 -0.042 0.077
H 0.028 3.460 1.023 0.010 -0.011 0.017 0.073
H 0.672 7.213 4.266 0.040 0.074 0.013 0.070
H 0.143 6.976 2.767 -0.009 0.053 -0.064 0.066
C 2.612 8.151 -2.657 -0.044 -0.093 -0.040 -0.067
C 1.749 9.152 -1.894 0.192 -0.033 -0.028 -0.433
C 1.390 10.406 -2.701 -0.172 0.006 0.074 -0.211
O 2.439 11.343 -2.835 0.060 -0.022 -0.073 -0.188
C 3.362 11.079 -3.875 0.037 0.108 0.084 -0.107
N 2.404 9.469 -0.622 -0.103 0.218 -0.102 0.047
H 3.651 8.474 -2.717 0.005 0.055 0.003 0.066
H 2.606 7.187 -2.148 0.015 0.018 0.043 0.070
H 2.241 8.000 -3.672 0.004 0.011 -0.006 0.078
H 0.803 8.654 -1.659 -0.051 0.047 -0.012 0.134
H 0.597 10.936 -2.168 0.024 0.034 0.017 0.122
H 0.994 10.138 -3.690 0.041 -0.064 -0.007 0.119
H 2.870 10.625 -4.740 -0.001 -0.039 -0.004 0.090
H 4.175 10.431 -3.539 -0.018 -0.061 -0.068 0.075
H 3.792 12.033 -4.179 -0.021 0.014 0.009 0.087
H 1.782 10.039 -0.056 -0.016 -0.101 0.066 0.082
H 3.192 10.078 -0.823 0.055 -0.043 -0.005 0.075
C -7.303 3.189 10.027 -0.095 0.052 -0.001 -0.073
C -6.775 2.454 8.799 0.088 0.053 0.185 -0.435
C -7.008 0.937 8.838 -0.038 -0.001 -0.188 -0.213
O -6.140 0.224 9.694 -0.038 -0.010 0.090 -0.188
C -6.515 0.202 11.058 0.130 -0.053 -0.027 -0.109
N -5.366 2.802 8.603 -0.108 -0.151 -0.090 0.047
H -6.651 3.057 10.889 0.030 -0.048 -0.003 0.064
H -7.358 4.259 9.827 0.045 0.007 -0.014 0.074
H -8.303 2.844 10.298 0.005 -0.011 0.004 0.077
H -7.329 2.828 7.932 -0.026 -0.056 -0.038 0.133
H -6.815 0.540 7.838 0.043 -0.019 0.008 0.119
H -8.053 0.706 9.083 -0.012 0.060 0.039 0.118
H -7.602 0.174 11.173 -0.020 0.034 0.005 0.089
H -6.114 1.061 11.601 -0.086 0.025 0.029 0.075
H -6.094 -0.702 11.497 0.002 -0.012 -0.023 0.086
H -5.040 2.400 7.729 0.069 0.047 -0.011 0.044
H -4.826 2.313 9.311 0.052 0.056 0.044 0.071
C 6.501 -7.877 -5.166 0.016 -0.075 0.055 -0.068
C 6.202 -7.966 -6.659 -0.013 0.128 0.152 -0.432
C 7.333 -7.441 -7.554 -0.027 -0.125 -0.129 -0.212
O 7.435 -6.034 -7.611 0.047 0.035 0.076 -0.188
C 8.152 -5.431 -6.551 -0.061 0.092 -0.088 -0.106
N 4.924 -7.301 -6.928 0.036 0.006 -0.134 0.046
H 6.399 -6.859 -4.792 0.011 0.037 -0.041 0.065
H 5.801 -8.497 -4.606 -0.036 0.014 -0.016 0.072
H 7.512 -8.224 -4.943 0.007 0.008 -0.003 0.079
H 6.079 -9.025 -6.905 0.029 -0.014 -0.061 0.135
H 7.127 -7.758 -8.579 -0.011 0.038 -0.017 0.122
H 8.297 -7.880 -7.266 -0.016 -0.007 0.074 0.120
H 8.980 -6.064 -6.218 -0.006 -0.026 0.030 0.090
H 7.504 -5.206 -5.701 0.053 -0.049 0.057 0.075
H 8.559 -4.492 -6.923 -0.001 -0.008 -0.026 0.087
H 4.661 -7.455 -7.896 -0.052 -0.070 0.027 0.075
H 5.080 -6.298 -6.867 -0.022 0.023 0.064 0.072
```
Forces are in eV/Å.

Computed properties:
Total energy in Eh: -2509.7790
SMILES: CCOCBCCC(=O)O.COC[C@@H](C)N.COC[C@@H](C)N.COC[C@@H](C)N.COC[C@@H](C)N.COC[C@@H](C)N.COC[C@@H](C)N.COC[C@@H](C)N
Lowest unoccupied orbital energy in eV: 0.3
Multiplicity: 1
Frontier orbital gap in eV: 9.22

C42H27BrF9LiN4O2PS as an isolated structure in a non-equilibrium geometry. Source: the OMol25 dataset; level of theory: ωB97M-V with the def2-TZVPD basis set.

The geometry in XYZ format:
```
88
Properties=species:S:1:pos:R:3:forces:R:3:lowdin_charge:R:1
Li -1.678 0.530 -0.117 0.136 0.066 0.183 0.369
O -2.965 -1.354 -6.709 -0.078 -0.047 -0.053 -0.050
C -3.537 -0.417 -6.122 0.097 0.048 0.414 -0.693
O -4.239 0.516 -6.541 -0.025 0.010 -0.070 -0.042
C -3.229 -0.357 -4.585 0.219 0.069 -0.511 -0.084
C -2.517 -1.370 -3.969 0.022 -0.067 0.153 0.035
C -1.984 -1.171 -2.701 -0.411 0.242 -0.183 -0.205
N -2.229 -0.058 -1.992 0.068 -0.241 -0.054 0.112
C -2.974 0.900 -2.562 0.164 -0.265 -0.294 -0.208
C -3.449 0.798 -3.865 -0.158 0.076 0.151 0.040
C -3.145 2.154 -1.795 -0.047 0.386 0.095 -0.227
C -4.115 3.101 -2.121 -0.054 -0.017 -0.013 -0.006
C -4.166 4.279 -1.399 0.047 -0.085 -0.009 -0.060
C -3.248 4.486 -0.381 0.027 0.019 -0.038 -0.052
C -2.324 3.488 -0.121 0.001 0.167 0.068 -0.179
N -2.281 2.351 -0.800 -0.121 -0.058 -0.060 0.002
C -1.051 -2.189 -2.157 0.199 -0.200 0.036 -0.220
C -0.262 -2.923 -3.051 0.072 0.026 -0.003 -0.022
C 0.649 -3.839 -2.559 -0.002 -0.033 0.005 -0.066
C 0.716 -4.044 -1.192 -0.047 0.000 -0.001 -0.063
C -0.126 -3.298 -0.385 0.045 0.012 0.033 -0.138
N -0.969 -2.372 -0.839 -0.101 0.111 0.015 0.132
H -2.365 -2.289 -4.517 0.096 0.076 -0.069 0.116
H -3.948 1.620 -4.360 -0.039 -0.046 -0.010 0.115
H -4.830 2.912 -2.909 0.030 -0.027 -0.012 0.111
H -4.914 5.025 -1.635 -0.014 0.006 0.037 0.105
H -3.256 5.390 0.211 0.035 0.018 -0.010 0.103
H -1.581 3.606 0.658 -0.070 -0.068 0.072 0.099
H -0.360 -2.777 -4.117 0.033 0.117 0.003 0.108
H 1.297 -4.387 -3.232 -0.042 -0.023 -0.025 0.107
H 1.400 -4.761 -0.760 0.002 0.014 0.038 0.106
H -0.116 -3.445 0.687 0.029 0.036 0.101 0.096
Br -2.610 0.927 2.196 -0.466 0.079 0.099 -0.090
F -0.165 -5.627 5.168 -0.063 0.095 0.000 0.124
C -1.137 -4.686 5.251 0.009 -0.238 0.135 -0.574
F -1.225 -4.361 6.560 0.005 0.013 -0.100 0.129
F -2.288 -5.298 4.923 0.053 0.093 -0.009 0.131
C -0.831 -3.500 4.392 -0.063 0.021 -0.052 -0.130
C -1.619 -3.183 3.295 0.086 -0.125 0.069 0.000
C -1.284 -2.096 2.504 0.008 0.093 -0.043 -0.156
C -0.177 -1.306 2.802 -0.107 0.022 0.009 -0.379
C 0.595 -1.635 3.914 -0.011 -0.078 0.006 -0.074
C 0.279 -2.727 4.703 0.024 0.039 0.001 -0.007
P 0.230 0.123 1.695 0.952 -0.490 0.200 0.937
C 1.982 -0.434 1.273 -0.167 0.011 -0.335 -0.330
C 2.144 -0.841 -0.049 -0.109 -0.038 0.013 -0.128
C 3.348 -1.333 -0.525 0.119 -0.094 0.103 -0.010
C 4.423 -1.441 0.344 -0.091 0.003 -0.075 -0.131
C 4.305 -0.993 1.654 0.023 -0.034 0.052 -0.007
C 3.101 -0.482 2.105 -0.043 0.075 0.055 -0.070
C 5.716 -2.033 -0.120 0.243 -0.066 -0.043 -0.573
F 5.576 -2.782 -1.233 -0.034 0.080 0.075 0.124
F 6.647 -1.095 -0.409 -0.093 -0.033 0.041 0.131
F 6.269 -2.835 0.817 -0.052 0.089 -0.062 0.126
C 0.723 1.406 2.911 -0.211 0.204 -0.090 -0.392
C 0.175 1.507 4.186 0.013 -0.006 -0.038 -0.102
C 0.550 2.537 5.032 0.049 0.090 0.027 0.000
C 1.458 3.494 4.597 -0.060 -0.030 -0.054 -0.132
C 1.992 3.420 3.317 -0.020 0.079 0.022 -0.007
C 1.618 2.384 2.479 0.012 -0.051 0.018 -0.079
C 1.878 4.600 5.512 0.125 0.102 0.175 -0.574
F 0.938 4.902 6.429 0.029 -0.047 -0.063 0.128
F 2.998 4.284 6.210 -0.077 -0.002 -0.057 0.124
F 2.161 5.742 4.853 -0.028 -0.089 -0.014 0.127
H -2.489 -3.781 3.061 0.005 0.005 -0.019 0.122
H -1.901 -1.855 1.651 -0.015 0.050 -0.017 0.058
H 1.449 -1.028 4.180 0.010 -0.010 0.020 0.094
H 0.889 -2.980 5.561 0.005 0.023 0.010 0.123
H 1.293 -0.762 -0.713 -0.018 -0.016 -0.067 0.052
H 3.456 -1.646 -1.556 -0.046 -0.055 0.015 0.115
H 5.153 -1.057 2.325 0.003 0.004 -0.005 0.122
H 3.044 -0.106 3.118 -0.001 -0.012 0.004 0.102
H -0.572 0.796 4.509 -0.005 -0.038 0.002 0.090
H 0.126 2.611 6.025 -0.039 -0.011 -0.015 0.121
H 2.684 4.180 2.978 -0.008 -0.010 -0.034 0.121
H 2.023 2.334 1.474 0.034 0.019 0.002 0.098
S 0.928 2.143 -1.566 0.097 0.071 0.167 0.627
C 0.601 1.752 -3.154 0.321 0.022 0.101 -0.790
N 1.128 0.606 -3.691 -0.276 0.167 -0.163 0.057
C 0.947 0.211 -4.978 0.024 -0.099 -0.104 -0.083
C 0.211 0.958 -5.833 -0.114 -0.023 -0.065 -0.057
C -0.357 2.160 -5.347 0.015 -0.044 0.128 -0.041
C -0.160 2.548 -4.055 -0.176 -0.054 -0.164 -0.093
H 1.670 0.041 -3.053 0.031 -0.004 0.003 0.119
H 1.424 -0.714 -5.268 -0.028 -0.052 0.069 0.125
H 0.026 0.626 -6.843 0.040 -0.046 0.027 0.113
H -0.960 2.760 -6.016 -0.027 0.027 0.047 0.118
H -0.587 3.459 -3.661 0.001 -0.006 0.006 0.106
```
Forces are in eV/Å.

Computed properties:
Total charge: -1
Total energy in Eh: -6206.4311
Energy above the lowest of the compared OMol25 structures with the same formula, charge and spin in eV: 0.8430
Lowest unoccupied orbital energy in eV: 1.8
Multiplicity: 1
Frontier orbital gap in eV: 7.61